The following is a DFT calculation (the ωB97M-V functional and the def2-TZVPD basis) of 2 unconnected molecules or ions with the total composition C28H37Si at a distorted geometry.

Summary:
- energy (eV) = -37505.917
- HOMO (eV) = -11.0578
- gap between HOMO and LUMO (eV) = 5.59
- multiplicity = 1
- lowest unoccupied orbital energy (eV) = -5.47
- total charge = +1

Each line ends with the natural charge from an NBO analysis.
Geometry (Å):
Si  0.04  -3.63  2.04  0.877
C  -4.82  -4.47  4.38  0.118
C  -6.27  -2.69  2.77  -0.256
C  -6.02  -4.84  3.80  -0.249
C  -0.44  -1.12  5.23  -0.025
C  -2.37  -1.37  6.86  -0.213
C  -8.11  -4.37  2.43  -0.659
C  -2.45  1.69  6.85  -0.643
C  -6.78  -3.97  3.01  0.153
C  -4.30  -3.13  4.17  -0.144
C  -1.49  -0.52  5.95  -0.059
C  -1.66  -1.45  8.22  -0.598
C  -3.11  -2.66  4.78  0.249
C  4.60  -2.61  1.71  -0.194
C  3.87  -2.12  2.80  -0.201
C  -5.07  -2.26  3.32  0.137
C  -1.65  0.89  5.87  0.008
C  2.55  -2.52  2.98  -0.214
C  -4.04  -5.48  5.16  -0.661
C  -4.63  -0.85  3.00  -0.660
C  0.13  -2.48  5.56  -0.653
C  -0.13  0.93  3.97  -0.015
C  2.63  -3.82  0.97  -0.191
C  0.63  1.65  2.90  -0.634
C  1.87  -3.29  2.03  -0.462
C  3.98  -3.50  0.82  -0.204
C  -1.00  1.58  4.85  -0.212
C  -2.78  -2.75  6.23  -0.530
C  0.08  -0.43  4.14  -0.184
H  5.63  -2.30  1.56  0.226
H  -0.26  -3.26  4.89  0.211
H  -4.08  -5.28  6.24  0.240
H  -1.31  -0.45  8.54  0.232
H  -1.95  -3.47  6.36  0.285
H  -0.98  -2.73  2.86  -0.187
H  0.31  1.34  1.89  0.225
H  -6.40  -5.85  3.97  0.232
H  -5.13  -0.52  2.07  0.243
H  -4.45  -6.49  5.02  0.244
H  -2.17  2.75  6.79  0.234
H  -3.53  1.64  6.67  0.219
H  -0.06  -5.01  2.54  -0.164
H  1.70  1.41  2.97  0.228
H  -3.63  -3.15  6.82  0.244
H  -0.04  -2.78  6.59  0.218
H  -8.30  -5.44  2.60  0.234
H  -8.12  -4.20  1.34  0.249
H  4.55  -3.94  0.00  0.225
H  -6.84  -2.00  2.14  0.232
H  -2.52  -1.94  4.23  0.234
H  -3.31  -0.83  7.02  0.223
H  1.23  -2.46  5.42  0.239
H  -1.18  2.66  4.74  0.216
H  -0.77  -2.09  8.16  0.208
H  0.69  -0.95  3.40  0.210
H  -2.27  1.38  7.89  0.219
H  2.04  -2.20  3.89  0.200
H  -0.26  -3.69  0.60  -0.145
H  -4.93  -0.13  3.78  0.247
H  0.52  2.74  2.98  0.224
H  4.32  -1.44  3.53  0.219
H  2.13  -4.48  0.25  0.218
H  -2.31  -1.83  9.01  0.218
H  -3.55  -0.75  2.87  0.234
H  -2.98  -5.50  4.86  0.233
H  -8.94  -3.80  2.86  0.254

=====

The following is a DFT calculation (the ωB97M-V functional and the def2-TZVPD basis) of a molecular structure, C28H38AsF5N4O3P2PtS at a distorted geometry.

Summary:
- relative energy (zero: lowest compared OMol25 entry of this formula, charge and spin) (eV) = 0.681
- energy (eV) = -148844.932
- HOMO (alpha / beta) (eV) = -6.2687 / -7.0614
- <S²> = 2.01
- gap between HOMO and LUMO (alpha / beta) (eV) = 6.69 / 6.58
- multiplicity = 3
- lowest unoccupied orbital energy (alpha / beta) (eV) = 0.42 / -0.48

Each line ends with the Mulliken spin population.
Geometry (Å):
Pt  -0.24  1.41  -0.52  0.941
As  1.94  1.50  0.68  0.168
S  -1.16  1.54  1.62  0.306
P  -1.09  -2.09  -0.27  0.008
P  -2.38  -0.65  -2.34  0.061
F  -1.74  3.81  -1.10  0.003
F  0.75  4.68  -0.37  0.000
F  -0.88  2.94  -2.93  0.005
F  1.59  3.82  -2.18  0.006
F  0.07  5.35  -2.31  0.003
O  -2.10  -2.00  -1.53  -0.007
O  -0.01  -1.10  -0.25  -0.015
O  -1.22  0.26  -2.39  0.020
N  -2.12  -1.90  1.01  0.002
N  -3.65  0.00  -1.52  0.000
N  -0.57  -3.65  -0.40  0.002
N  -2.77  -1.25  -3.82  -0.001
C  3.88  3.54  0.05  -0.006
C  0.46  4.27  -1.61  0.029
C  -1.49  -1.59  2.29  0.001
C  -1.11  -4.62  -1.34  0.001
C  -3.25  -2.81  1.12  0.000
C  -0.34  2.76  3.91  -0.018
C  3.12  -2.52  0.52  0.003
C  -2.96  -0.25  -4.87  0.002
C  -3.53  -2.47  -4.04  0.001
C  3.73  2.22  0.46  0.028
C  2.25  -0.77  2.50  0.001
C  2.59  -2.08  2.83  -0.003
C  -3.82  1.44  -1.37  0.064
C  6.27  3.34  0.25  0.007
C  6.12  2.02  0.65  -0.002
C  0.81  -3.92  0.01  0.000
C  1.43  2.27  2.37  -0.015
C  4.86  1.46  0.76  0.018
C  2.35  2.81  3.26  0.007
C  1.94  3.32  4.48  0.007
C  2.76  -1.22  0.19  0.046
C  0.07  2.24  2.68  0.000
C  0.58  3.29  4.80  0.001
C  2.34  -0.34  1.19  0.005
C  3.04  -2.95  1.84  0.006
C  -0.61  3.18  -1.60  0.329
C  -4.90  -0.75  -1.44  0.000
C  5.15  4.10  -0.05  -0.004
H  -5.36  -0.59  -0.47  0.000
H  -3.36  -3.18  -3.23  0.000
H  -2.18  -1.00  2.90  0.001
H  -0.61  -4.57  -2.32  0.000
H  3.33  -3.96  2.10  0.000
H  7.26  3.78  0.17  0.001
H  -4.02  -2.35  1.74  0.000
H  -4.29  1.64  -0.40  -0.001
H  -1.39  2.75  4.16  0.000
H  -4.46  1.86  -2.16  0.000
H  -3.69  -3.02  0.14  0.000
H  -2.87  1.95  -1.40  -0.007
H  0.24  3.69  5.75  0.000
H  -4.60  -2.28  -4.12  0.000
H  6.99  1.42  0.89  0.000
H  1.48  -3.98  -0.86  0.000
H  -5.60  -0.44  -2.22  0.000
H  5.25  5.13  -0.36  0.000
H  -4.01  0.03  -4.99  0.000
H  2.66  3.74  5.17  0.000
H  -0.59  -1.00  2.14  -0.009
H  4.76  0.43  1.08  0.002
H  -2.18  -4.47  -1.49  0.000
H  -3.20  -2.94  -4.96  0.000
H  -1.25  -2.51  2.84  0.000
H  -2.96  -3.76  1.59  0.000
H  1.91  -0.09  3.27  0.002
H  2.52  -2.41  3.85  0.001
H  2.80  -0.89  -0.84  -0.001
H  -4.72  -1.82  -1.56  0.000
H  1.18  -3.12  0.65  0.001
H  -0.97  -5.63  -0.94  0.000
H  3.02  4.15  -0.17  0.001
H  -2.61  -0.66  -5.82  0.000
H  3.46  -3.19  -0.25  0.000
H  3.41  2.83  3.01  0.001
H  0.86  -4.86  0.55  0.000
H  -2.38  0.65  -4.66  -0.001

=====

The following is a DFT calculation (the ωB97M-V functional and the def2-TZVPD basis) of a molecular structure, C28H38BCoN4O2.

Summary:
- relative energy (zero: lowest compared OMol25 entry of this formula, charge and spin) (eV) = 0.000
- energy (eV) = -78013.161
- HOMO (eV) = -6.5875
- gap between HOMO and LUMO (eV) = 6.95
- multiplicity = 1
- lowest unoccupied orbital energy (eV) = 0.36

Each line ends with the Löwdin charge.
Geometry (Å):
Co  -0.25  -0.14  -0.04  0.511
O  2.52  -0.77  -0.49  0.096
O  2.29  1.19  0.63  0.099
N  -1.11  -1.86  -0.40  -0.021
N  -0.44  1.68  0.31  -0.029
N  -0.19  -0.26  1.88  -0.012
N  -0.40  -0.01  -1.93  -0.014
C  3.70  0.94  0.60  -0.463
C  4.12  0.52  2.01  -0.003
C  -0.84  -1.07  -2.58  -0.189
C  -2.08  -3.91  -3.36  -0.083
C  -0.86  0.93  3.87  -0.019
C  -0.64  0.85  2.48  -0.182
C  -1.38  -2.09  -4.86  -0.084
C  -1.86  3.74  3.06  -0.088
C  -0.91  -1.12  -3.99  -0.017
C  -0.46  2.69  -0.73  -0.191
C  -0.46  -3.82  0.97  -0.170
C  -1.38  1.94  4.66  -0.087
C  1.28  -2.34  2.17  -0.165
C  -1.43  3.22  1.85  -0.017
C  0.94  -3.24  0.98  -0.196
C  0.47  2.32  -1.87  -0.161
C  3.84  -0.19  -0.47  -0.463
C  -0.84  1.97  1.53  -0.180
C  4.41  2.24  0.24  -0.006
C  -1.91  -3.34  -4.61  -0.115
C  -1.79  -3.40  -2.11  -0.012
C  4.84  -1.28  -0.12  -0.003
C  -1.53  -2.77  0.64  -0.213
C  0.28  -1.34  2.74  -0.209
C  4.12  0.32  -1.87  -0.005
C  -1.27  -2.17  -1.68  -0.192
C  -1.84  3.20  4.33  -0.120
C  0.01  1.14  -2.72  -0.212
B  1.62  0.12  0.06  -0.565
H  5.49  2.08  0.14  0.096
H  0.56  3.19  -2.53  0.121
H  0.83  0.86  -3.39  0.124
H  1.47  2.15  -1.47  0.087
H  2.20  -1.81  1.93  0.078
H  -2.50  -4.91  -3.35  0.104
H  -2.21  -3.93  -5.47  0.094
H  -1.45  1.68  5.71  0.104
H  5.20  0.37  2.08  0.093
H  -1.30  -1.81  -5.91  0.104
H  1.11  -2.69  0.05  0.090
H  3.40  1.09  -2.17  0.081
H  -0.14  3.65  -0.33  0.119
H  4.58  -1.77  0.82  0.083
H  -0.49  -4.62  0.22  0.101
H  -2.28  4.74  2.98  0.104
H  -2.02  -4.09  -1.31  0.084
H  0.81  -0.89  3.59  0.113
H  -2.23  3.81  5.14  0.093
H  -0.57  -1.88  3.18  0.119
H  -1.73  -2.16  1.52  0.092
H  3.62  -0.39  2.32  0.074
H  5.12  0.74  -1.95  0.092
H  1.67  -4.05  0.98  0.115
H  5.84  -0.87  -0.03  0.096
H  -2.47  -3.26  0.39  0.112
H  -0.64  0.03  4.41  0.082
H  -0.70  -4.29  1.93  0.115
H  4.04  2.65  -0.69  0.083
H  4.04  -0.51  -2.57  0.097
H  4.84  -2.04  -0.91  0.094
H  1.53  -2.99  3.02  0.119
H  -1.49  2.82  -1.11  0.136
H  4.25  2.97  1.03  0.093
H  3.84  1.32  2.70  0.097
H  -0.55  -0.23  -4.49  0.082
H  -0.82  1.47  -3.35  0.124
H  -1.58  3.88  1.01  0.086

=====

> What is the energy in the second record?

-148844.932 eV

=====

> The highest energy belongs to which entry?

C28H37Si

=====

> Which of these has the highest multiplicity?

C28H38AsF5N4O3P2PtS